Record 1
Entry from OMol25: 2 unconnected molecules or ions with the total composition C2H3BrO3S at a distorted geometry (the ωB97M-V functional and the def2-TZVPD basis).

The geometry in ORCA input format:
```
! RIJCOSX wB97M-V def2-TZVPD def2/J DEFGRID3
* xyz 0 3
C 0.06 -2.11 -0.33
C 0.02 1.00 0.24
O -0.69 -2.25 0.52
O 1.67 -0.17 -1.64
O 1.97 -0.77 0.75
S 1.12 -0.40 -0.33
Br -3.30 0.89 -0.31
H -0.35 1.50 -0.71
H -0.85 0.60 0.81
H 0.35 1.71 1.00
*
```

## Properties
- max |F| (eV Å⁻¹) = 1.92
- gap between HOMO and LUMO (spin up / spin down) (eV) = 9.36 / 7.36
- HOMO energy (spin up / spin down) (Ha) = -0.3336 / -0.4223
- expectation value of S² = 2.010
- energy above the lowest of the compared OMol25 structures with the same formula, charge and spin (kJ/mol) = 0.00

Record 2
Entry from OMol25: C2H3BrOS in the gas phase at a distorted geometry (the ωB97M-V functional and the def2-TZVPD basis).

The geometry in ORCA input format:
```
! RIJCOSX wB97M-V def2-TZVPD def2/J DEFGRID3
* xyz 0 1
C -0.02 -0.27 -0.02
O -1.27 -1.10 -0.12
C -2.46 -0.73 -0.01
S -3.75 -1.88 -0.12
Br -2.88 1.29 0.12
H 0.79 -0.91 -0.25
H -0.08 0.29 0.87
H -0.33 0.48 -0.75
*
```

## Properties
- max |F| (eV Å⁻¹) = 4.52
- gap between HOMO and LUMO (eV) = 8.72
- SMILES string = COC(=S)Br
- HOMO energy (Ha) = -0.3224
- energy above the lowest of the compared OMol25 structures with the same formula, charge and spin (kJ/mol) = 139.79

Record 3
Entry from OMol25: C2H3BrOS in the gas phase at a distorted geometry (the ωB97M-V functional and the def2-TZVPD basis).

The geometry in ORCA input format:
```
! RIJCOSX wB97M-V def2-TZVPD def2/J DEFGRID3
* xyz 0 1
O -0.86 1.65 -0.59
C -1.20 0.54 -0.17
C -0.15 -0.38 0.38
S 1.59 0.66 -0.19
Br 3.02 -0.90 -0.41
H -2.22 0.02 -0.49
H 0.03 -0.11 1.40
H -0.19 -1.48 0.07
*
```

## Properties
- max |F| (eV Å⁻¹) = 3.10
- gap between HOMO and LUMO (eV) = 8.67
- SMILES string = O=CCSBr
- HOMO energy (Ha) = -0.3259
- energy above the lowest of the compared OMol25 structures with the same formula, charge and spin (kJ/mol) = 135.29

Record 4
Entry from OMol25: 2 unconnected molecules or ions with the total composition C2H3BrS at a distorted geometry (the ωB97M-V functional and the def2-TZVPD basis).

The geometry in ORCA input format:
```
! RIJCOSX wB97M-V def2-TZVPD def2/J DEFGRID3
* xyz 0 1
C 0.38 0.58 -0.23
C 0.36 -0.82 -0.66
S -0.13 0.27 -1.96
Br 1.97 -1.83 -0.90
H -0.25 0.84 0.57
H 1.27 1.23 -0.22
H -0.82 -2.31 -0.10
*
```

## Properties
- max |F| (eV Å⁻¹) = 3.40
- gap between HOMO and LUMO (spin up / spin down) (eV) = 8.18 / 8.14
- HOMO energy (spin up / spin down) (Ha) = -0.3312 / -0.3390
- energy above the lowest of the compared OMol25 structures with the same formula, charge and spin (kJ/mol) = 379.57

Record 5
Entry from OMol25: C2H3BrS in the gas phase at a distorted geometry (the ωB97M-V functional and the def2-TZVPD basis).

The geometry in ORCA input format:
```
! RIJCOSX wB97M-V def2-TZVPD def2/J DEFGRID3
* xyz 0 1
C -0.65 -0.20 0.03
C 0.67 0.40 0.04
S 0.96 2.01 0.03
Br 2.18 -1.02 -0.11
H -0.91 -0.72 -0.93
H -1.41 0.51 0.23
H -0.83 -0.98 0.72
*
```

## Properties
- max |F| (eV Å⁻¹) = 2.23
- gap between HOMO and LUMO (eV) = 8.59
- SMILES string = CC(=S)Br
- HOMO energy (Ha) = -0.3431
- energy above the lowest of the compared OMol25 structures with the same formula, charge and spin (kJ/mol) = 12.80

Record 6
Entry from OMol25: a molecular structure, C2H3CaFO at a distorted geometry (the ωB97M-V functional and the def2-TZVPD basis).

The geometry in ORCA input format:
```
! RIJCOSX wB97M-V def2-TZVPD def2/J DEFGRID3
* xyz 1 2
H -0.10 -1.26 -1.23
O 0.78 -0.02 0.09
C -0.53 -0.18 0.70
C -0.35 -0.30 -0.73
Ca 2.47 1.39 0.31
H -0.96 0.75 1.08
H -0.63 -1.08 1.31
F -0.69 0.72 -1.53
*
```

## Properties
- max |F| (eV Å⁻¹) = 1.41
- gap between HOMO and LUMO (spin up / spin down) (eV) = 6.49 / 12.65
- HOMO energy (spin up / spin down) (Ha) = -0.3700 / -0.6150
- expectation value of S² = 0.750
- energy above the lowest of the compared OMol25 structures with the same formula, charge and spin (kJ/mol) = 0.21

Record 7
Entry from OMol25: C2H3Cl2F in the gas phase at a distorted geometry (the ωB97M-V functional and the def2-TZVPD basis).

The geometry in ORCA input format:
```
! RIJCOSX wB97M-V def2-TZVPD def2/J DEFGRID3
* xyz 0 1
F 1.00 -1.42 0.36
C -0.01 -0.48 0.53
Cl -1.69 -1.25 0.57
C 0.10 0.66 -0.46
Cl -0.80 0.52 -1.99
H 0.33 -0.09 1.58
H -0.02 1.68 0.02
H 1.08 0.38 -0.60
*
```

## Properties
- max |F| (eV Å⁻¹) = 3.44
- gap between HOMO and LUMO (eV) = 11.97
- SMILES string = F[C@H](Cl)CCl
- HOMO energy (Ha) = -0.4114
- energy above the lowest of the compared OMol25 structures with the same formula, charge and spin (kJ/mol) = 92.29

Record 8
Entry from OMol25: C2H3Cl2FO in the gas phase at a distorted geometry (the ωB97M-V functional and the def2-TZVPD basis).

The geometry in ORCA input format:
```
! RIJCOSX wB97M-V def2-TZVPD def2/J DEFGRID3
* xyz 0 1
O 0.60 1.36 -0.71
C -0.14 0.65 0.19
C -0.15 -0.88 0.07
F 1.13 -1.30 0.20
Cl -1.14 -1.62 1.35
Cl -0.69 -1.46 -1.59
H 1.54 1.26 -0.71
H -1.14 1.03 -0.04
H 0.01 0.98 1.25
*
```

## Properties
- max |F| (eV Å⁻¹) = 2.17
- gap between HOMO and LUMO (eV) = 11.90
- SMILES string = OCC(F)(Cl)Cl
- HOMO energy (Ha) = -0.4126
- energy above the lowest of the compared OMol25 structures with the same formula, charge and spin (kJ/mol) = 18.70

Record 9
Entry from OMol25: C2H3Cl2FS in the gas phase at a distorted geometry (the ωB97M-V functional and the def2-TZVPD basis).

The geometry in ORCA input format:
```
! RIJCOSX wB97M-V def2-TZVPD def2/J DEFGRID3
* xyz 0 1
F 0.61 0.66 1.26
C 0.20 -0.31 0.42
Cl 1.07 -1.73 0.69
Cl -1.69 -0.41 0.44
C 0.66 0.29 -0.98
S -0.14 1.76 -1.52
H 0.67 -0.56 -1.73
H 1.66 0.46 -0.69
H -0.13 2.45 -0.32
*
```

## Properties
- max |F| (eV Å⁻¹) = 4.07
- gap between HOMO and LUMO (eV) = 10.00
- SMILES string = FC(Cl)(Cl)CS
- HOMO energy (Ha) = -0.3481
- energy above the lowest of the compared OMol25 structures with the same formula, charge and spin (kJ/mol) = 52.31

Record 10
Entry from OMol25: 2 unconnected molecules or ions with the total composition C2H3Cl2N at a distorted geometry (the ωB97M-V functional and the def2-TZVPD basis).

The geometry in ORCA input format:
```
! RIJCOSX wB97M-V def2-TZVPD def2/J DEFGRID3
* xyz 0 1
C 0.50 0.34 -0.35
C -0.21 -0.16 0.75
N 0.31 -1.05 -0.07
Cl 2.25 0.94 -0.05
Cl -2.57 0.81 -0.18
H 0.19 0.90 -1.18
H -0.50 0.00 1.68
H 0.03 -1.80 -0.59
*
```

## Properties
- max |F| (eV Å⁻¹) = 4.51
- gap between HOMO and LUMO (eV) = 7.82
- HOMO energy (Ha) = -0.3473
- energy above the lowest of the compared OMol25 structures with the same formula, charge and spin (kJ/mol) = 291.54

Record 11
Entry from OMol25: 2 unconnected molecules or ions with the total composition C2H3Cl2N at a distorted geometry (the ωB97M-V functional and the def2-TZVPD basis).

The geometry in ORCA input format:
```
! RIJCOSX wB97M-V def2-TZVPD def2/J DEFGRID3
* xyz 0 3
C 0.19 -0.64 0.47
C -0.92 -1.34 0.51
N 1.30 -0.17 0.30
Cl -0.44 1.52 -2.34
Cl -1.10 -2.79 1.46
H -1.92 -0.89 0.01
H 0.43 2.24 -1.55
H 1.57 0.53 1.04
*
```

## Properties
- max |F| (eV Å⁻¹) = 4.05
- gap between HOMO and LUMO (spin up / spin down) (eV) = 6.21 / 8.87
- HOMO energy (spin up / spin down) (Ha) = -0.2087 / -0.4171
- expectation value of S² = 2.012
- energy above the lowest of the compared OMol25 structures with the same formula, charge and spin (kJ/mol) = 48.25

Record 12
Entry from OMol25: 2 unconnected molecules or ions with the total composition C2H3Cl2N2O at a distorted geometry (the ωB97M-V functional and the def2-TZVPD basis).

The geometry in ORCA input format:
```
! RIJCOSX wB97M-V def2-TZVPD def2/J DEFGRID3
* xyz 1 1
C 0.28 1.06 -0.24
C -1.44 0.42 -1.97
N -0.04 2.18 -0.39
N 0.84 0.02 0.30
O -0.62 3.07 -0.95
Cl -0.35 -0.45 -2.93
Cl -1.99 1.89 -2.44
H -1.99 -0.14 -1.22
H 1.77 -0.26 0.04
H 0.37 -0.49 1.04
*
```

## Properties
- max |F| (eV Å⁻¹) = 1.58
- gap between HOMO and LUMO (spin up / spin down) (eV) = 7.64 / 7.65
- HOMO energy (spin up / spin down) (Ha) = -0.5177 / -0.5177
- energy above the lowest of the compared OMol25 structures with the same formula, charge and spin (kJ/mol) = 54.08

The highest energy above the lowest of the compared OMol25 structures with the same formula, charge and spin belongs to which entry? number 4

Among the records above, which one has the highest energy above the lowest of the compared OMol25 structures with the same formula, charge and spin? number 4

Which value of energy above the lowest of the compared OMol25 structures with the same formula, charge and spin does entry 10 give? 291.54 kJ/mol